[1]
83
Properties=species:S:1:pos:R:3:forces:R:3:mulliken_charge:R:1 method="wB97M-V/def2-TZVPD" e_homo_ev=-9.34 charge=0 energy_ha=-3106.04198 gap_ev=7.5 smiles="CCCC1=C(P(O)(O)=S)C(=O)OC1=O.COC(=O)OC.COC(=O)OC.COC(=O)OC.COC(=O)OC.COC(=O)OC"
C 1.79523 -0.32353 1.89573 0.216 0.296 0.746 -0.9219
C 1.48998 1.16546 1.36622 0.021 0.153 0.590 -0.0567
C 0.68087 1.24133 -0.02451 -0.282 0.095 -0.071 -0.3934
C 0.98941 0.00928 -0.98972 1.098 -0.342 -0.847 0.5739
C 2.14367 -0.38192 -1.72862 -3.004 -1.063 1.957 0.0990
P 3.76904 0.55699 -1.82223 1.242 2.023 -1.397 0.7399
O 5.01051 -0.35011 -2.55335 -2.502 -0.254 2.465 -0.5206
O 4.32633 1.10985 -0.29492 -0.363 -1.470 -2.376 -0.4696
S 3.47124 2.12952 -2.96330 0.122 -1.031 0.738 -0.3960
C 1.72475 -1.75926 -2.44324 2.494 -1.032 -1.633 0.4952
O 2.37037 -2.44863 -3.27787 -2.987 3.630 3.856 -0.5796
O 0.43021 -2.18264 -1.94387 0.262 2.243 -0.068 -0.4115
C -0.16387 -1.10220 -1.21709 -1.787 1.709 1.712 0.2350
O -1.33965 -0.99029 -0.77276 5.591 -1.344 -2.511 -0.5554
H 1.62800 -0.30768 3.04111 0.431 -0.190 -1.868 0.3394
H 1.10442 -1.13588 1.48346 0.888 1.216 0.432 0.2112
H 2.89227 -0.61873 1.70075 -1.766 0.382 0.222 0.1960
H 2.47280 1.77089 1.32017 -1.613 -1.116 -0.116 0.2319
H 0.84467 1.68776 2.16943 0.925 -0.732 -1.453 0.2107
H 0.88365 2.26187 -0.53690 -0.116 -1.914 0.540 -0.1052
H -0.44952 1.26467 0.22999 1.896 -0.435 -0.679 0.3180
H 5.02282 -1.26114 -2.15492 0.201 0.872 -0.561 0.3424
H 5.02806 1.77111 -0.54063 -0.870 -0.639 0.209 0.3520
C -3.06740 4.04840 3.57235 -0.321 -0.301 -0.118 -0.5884
O -2.23521 5.13650 3.97039 0.498 0.002 0.032 -0.3333
C -0.92083 4.85441 3.96940 -0.001 0.136 0.018 0.8522
O -0.42249 3.79460 3.66974 -0.243 0.480 0.134 -0.5726
O -0.25822 5.95645 4.36132 -0.412 -0.390 -0.129 -0.3324
C 1.15802 5.79885 4.40648 0.536 -0.008 -0.016 -0.5326
H -4.10290 4.38900 3.61044 0.232 0.207 0.080 0.2217
H -2.84112 3.74480 2.54754 0.088 -0.065 0.175 0.2548
H -2.95536 3.20606 4.25893 0.111 0.045 -0.172 0.2850
H 1.55049 5.56506 3.41405 -0.074 -0.097 0.134 0.2090
H 1.43740 5.02495 5.12534 -0.061 -0.019 -0.186 0.3047
H 1.59107 6.74492 4.73376 -0.326 -0.012 -0.033 0.2133
C 1.16706 9.32253 1.25077 -0.072 0.432 0.120 -0.6730
O 1.39118 7.92335 1.08616 0.059 -0.199 -0.273 -0.2223
C 1.52824 7.53025 -0.19095 0.001 -0.137 -0.011 0.6849
O 1.47827 8.24294 -1.16409 0.011 -0.313 0.460 -0.5473
O 1.72842 6.20175 -0.19123 -0.089 0.498 0.208 -0.2418
C 1.89283 5.62973 -1.48640 0.080 -0.322 -0.440 -0.2288
H 1.07191 9.52176 2.31903 0.041 -0.302 -0.092 0.2037
H 2.01347 9.89639 0.86643 -0.171 -0.070 -0.109 0.3017
H 0.23956 9.62489 0.75920 0.195 -0.014 -0.078 0.3091
H 2.77115 6.04744 -1.98389 -0.190 0.062 0.000 0.3247
H 0.99653 5.78127 -2.09231 0.157 0.113 0.039 0.1518
H 2.04584 4.55691 -1.36069 -0.025 0.165 0.210 -0.0431
C 1.54765 -5.07829 -2.60040 -0.042 -0.006 -0.355 -0.3129
O 1.13447 -5.57283 -1.32527 0.051 -0.587 0.261 -0.1623
C 1.41582 -6.87089 -1.11812 -0.049 0.117 -0.007 0.7042
O 1.96651 -7.61087 -1.89711 -0.248 0.316 0.394 -0.5412
O 0.97627 -7.20149 0.10974 0.083 0.256 -0.353 -0.3229
C 1.20721 -8.56158 0.47012 0.037 -0.455 0.161 -0.6432
H 1.27197 -4.03332 -2.65666 -0.138 -0.690 0.247 -0.1021
H 2.63163 -5.15612 -2.71129 -0.146 -0.139 -0.043 0.2964
H 1.03694 -5.61314 -3.40501 0.197 -0.105 0.098 0.3330
H 2.27730 -8.78152 0.48225 -0.129 -0.004 -0.166 0.3259
H 0.68181 -9.23493 -0.21092 0.185 0.079 -0.005 0.2911
H 0.81294 -8.71271 1.47587 -0.041 0.287 -0.134 0.2131
C -3.63280 -7.00058 0.54282 0.142 0.230 -0.439 -0.4822
O -4.04541 -7.49398 1.81569 0.042 -0.533 0.235 -0.3133
C -3.76341 -8.79261 2.02245 -0.026 0.091 -0.011 0.8082
O -3.21211 -9.53436 1.24351 -0.268 0.390 0.415 -0.5411
O -4.20346 -9.12283 3.24956 0.113 0.223 -0.394 -0.3211
C -3.97014 -10.48344 3.60795 0.035 -0.407 0.170 -0.6140
H -3.91006 -5.94725 0.48524 -0.066 -0.162 0.280 0.2166
H -2.54861 -7.07825 0.43235 -0.139 -0.129 -0.048 0.1712
H -4.14292 -7.53567 -0.26152 0.177 -0.054 0.099 0.2872
H -2.89959 -10.70088 3.62002 -0.135 -0.015 -0.163 0.2849
H -4.49372 -11.15707 2.92566 0.197 0.081 -0.019 0.2874
H -4.36452 -10.63593 4.61340 -0.026 0.292 -0.129 0.2181
C -2.32115 0.80139 -4.09050 0.019 -0.463 0.142 -0.5719
O -2.62099 2.10456 -4.58605 0.172 0.466 0.206 -0.3257
C -2.09556 3.10445 -3.85700 -0.072 0.011 -0.133 0.7717
O -1.42114 2.97916 -2.86202 -0.276 0.047 -0.413 -0.5044
O -2.45128 4.26793 -4.42856 0.079 -0.505 0.144 -0.3545
C -1.95891 5.42530 -3.75565 0.112 0.414 0.163 -0.5681
H -2.79270 0.07407 -4.75254 -0.029 0.315 -0.070 0.2819
H -1.24250 0.62567 -4.09738 -0.091 0.092 0.129 0.2286
H -2.72852 0.66793 -3.08552 0.191 0.064 -0.048 0.2897
H -0.86643 5.43220 -3.74971 -0.132 -0.084 0.116 0.1880
H -2.35149 5.47550 -2.73730 0.171 -0.095 -0.065 0.2848
H -2.30632 6.30247 -4.30279 -0.071 -0.289 -0.106 0.2634

[2]
78
Properties=species:S:1:pos:R:3:forces:R:3:mulliken_charge:R:1 method="wB97M-V/def2-TZVPD" e_homo_ev=-4.43 charge=0 energy_ha=-3809.19772 gap_ev=3.0
C 2.69308 -1.00020 3.78834 -0.142 0.033 0.279 -1.5643
C 1.19226 -0.79013 3.53500 0.470 0.218 0.044 0.0737
N 0.53013 -2.00618 3.07465 -0.435 0.590 0.539 1.0114
C -0.84249 -1.80196 2.59939 0.153 -0.178 -0.348 -2.1007
C -1.14424 -0.52725 1.84253 -0.182 0.208 0.247 -0.1259
N -0.42245 -0.08301 0.60152 -0.133 -0.291 -0.194 1.4663
C -1.16980 0.77433 -0.14558 -0.100 0.540 -0.315 -2.1871
N -1.44166 1.98094 0.27220 -0.047 -0.369 0.381 1.0786
F -2.20763 2.73738 -0.54588 -0.035 0.047 -0.031 -0.3296
C -1.01078 2.68602 1.45779 0.078 0.827 -0.099 -0.9244
C -2.18099 3.15007 2.34929 -0.439 -0.113 0.184 -0.0337
C -2.69083 4.54912 1.99905 0.013 0.051 -0.159 -1.3225
O -3.27722 2.24715 2.24898 0.097 -0.054 0.030 -0.5627
N -1.50960 0.37143 -1.42900 0.401 -0.580 0.572 1.1824
C -2.93334 0.30161 -1.65373 0.033 0.365 -0.283 0.2554
Cl -3.91196 0.13037 -0.24379 -0.083 -0.122 0.334 -0.1883
C -3.51363 0.40456 -2.84468 0.368 0.064 -0.320 0.6499
C -2.81513 0.65556 -4.13334 -0.408 0.295 -0.267 -1.1244
Cl -5.21121 0.25432 -2.97250 -0.360 -0.144 -0.006 -0.1867
C -0.65516 -0.82081 -1.64103 -0.448 -1.385 0.300 0.3871
Cl -1.78657 -2.27196 -1.09973 0.334 0.254 -0.023 -0.2143
C -0.27196 -1.26019 -3.04999 -0.313 0.577 -0.394 -1.4903
C 0.47327 -0.36361 -4.06928 0.483 0.015 -0.177 -0.2397
C 1.96978 -0.57713 -4.15046 -0.643 0.153 0.086 -1.5348
O 0.15053 1.03097 -3.93294 -0.377 -0.039 0.126 -0.5452
C 0.40473 -0.73004 -0.49066 0.116 0.786 -0.118 0.6693
C 1.57963 0.32331 -0.66498 -0.008 -0.084 -0.143 -2.5513
C 1.39056 1.61127 -1.47687 0.371 0.559 0.345 -0.7667
C 1.94808 2.81635 -0.70619 -0.211 -0.257 0.289 -1.2154
S 3.74282 3.01927 -0.80719 0.074 0.187 -0.095 -0.1595
S 1.49381 -2.23161 -0.23535 0.566 -0.050 0.080 2.0773
C 0.72133 -3.74329 0.26494 0.045 -0.402 0.383 -1.2876
O 2.03785 -2.44933 -1.54430 -0.319 -0.070 -0.086 -0.6716
O 2.40475 -1.82408 0.79751 -0.227 -0.014 0.268 -0.6750
C 0.52591 -3.09328 3.97406 0.489 0.645 -0.063 0.6113
C 0.96895 -2.91919 5.39574 0.174 -0.161 0.273 -1.4781
O 0.12608 -4.15355 3.59501 -0.665 -1.230 -0.441 -0.5611
H 2.98382 -2.01486 3.53253 0.103 0.001 -0.181 0.3501
H 3.29140 -0.30789 3.20520 0.054 -0.052 -0.146 0.3878
H 2.93999 -0.83917 4.83657 0.007 -0.010 0.042 0.3259
H 0.72624 -0.37329 4.43650 -0.181 -0.012 0.024 0.7466
H 1.08987 -0.02657 2.76712 -0.069 -0.106 -0.205 -0.5590
H -1.19335 -2.67497 2.06041 0.214 -0.105 -0.162 0.5022
H -1.52556 -1.71438 3.45786 -0.074 0.034 0.037 0.5095
H -2.20755 -0.59903 1.61648 -0.016 -0.100 -0.199 0.1336
H -1.06304 0.28982 2.56048 0.231 0.099 -0.077 0.4652
H -0.26154 2.09417 1.97140 -0.093 -0.342 -0.088 0.0729
H -0.49732 3.57445 1.08649 0.149 -0.009 0.012 0.7737
H -1.83515 3.16246 3.38385 0.248 -0.024 -0.008 0.4323
H -3.73550 4.48981 1.70568 -0.061 -0.048 0.009 0.3505
H -2.14491 5.00535 1.17622 0.060 -0.010 -0.051 0.3188
H -2.61293 5.22054 2.84963 -0.039 0.010 0.071 0.3488
H -3.15031 1.51222 2.85688 -0.033 0.004 0.013 0.2733
H -1.95921 1.29775 -3.98112 0.265 -0.177 0.057 0.1142
H -2.52393 -0.27097 -4.62472 0.135 -0.044 0.059 0.2693
H -3.50467 1.15305 -4.81223 -0.050 0.045 0.017 0.5567
H 0.32850 -2.15740 -2.94625 0.024 -0.051 0.136 0.6442
H -1.20726 -1.59287 -3.49741 -0.106 0.127 0.011 0.5807
H 0.11711 -0.67665 -5.05469 -0.209 -0.195 0.068 0.4845
H 2.31390 0.02177 -5.00165 0.642 -0.207 -0.131 0.4879
H 2.14456 -1.60693 -4.45483 0.213 -0.058 0.062 0.4925
H 2.49917 -0.37340 -3.22336 0.066 0.040 0.052 0.1019
H 0.05547 1.37908 -4.82450 0.325 0.029 -0.047 0.4792
H 1.79313 0.60733 0.36380 0.048 -0.131 0.100 0.4598
H 2.47635 -0.17910 -1.01097 -0.050 -0.041 -0.245 1.4034
H 1.95341 1.54664 -2.40045 -0.194 -0.115 -0.203 0.7326
H 0.37260 1.84436 -1.75812 -0.153 -0.154 -0.079 0.2006
H 1.50228 3.74105 -1.06865 0.181 0.090 -0.175 0.4756
H 1.68881 2.74439 0.35291 -0.102 0.040 0.060 0.2220
H 4.05385 1.84167 -0.25891 0.040 -0.125 0.053 0.1230
H -0.35334 -3.74788 0.31580 -0.157 0.220 -0.086 0.2554
H 1.05626 -4.47946 -0.46082 -0.010 0.070 -0.141 0.4996
H 1.12830 -3.98086 1.24173 0.016 0.082 0.135 0.4376
H 0.76914 -1.93758 5.81249 0.065 0.120 -0.014 0.3270
H 2.03205 -3.13807 5.48036 0.074 0.112 0.022 0.3168
H 0.44363 -3.67186 5.97650 -0.022 -0.034 0.011 0.4298
O 3.30666 -0.30662 -6.72145 -0.259 0.079 0.040 -1.0686
H 3.35220 -1.25337 -6.90525 0.027 0.075 -0.051 0.1200

[3]
87
Properties=species:S:1:pos:R:3:forces:R:3:mulliken_charge:R:1 method="wB97M-V/def2-TZVPD" e_homo_ev=-12.26 charge=+1 energy_ha=-3972.26521 gap_ev=8.4
C 1.45214 -4.16175 1.29214 0.011 0.575 0.359 -1.6056
C 1.45646 -2.75706 1.84443 0.112 -0.218 -0.063 -0.3530
C 2.57730 -1.89790 1.30941 0.044 -0.458 0.045 0.0689
C 2.57966 -1.74653 -0.18893 -0.844 0.714 0.113 -1.1096
C 1.50623 -0.74946 -0.62951 0.762 0.279 -0.158 0.5726
C 2.03865 0.65386 -0.90320 0.142 -0.401 0.690 -1.3516
C 2.06438 1.59218 0.28123 -0.943 0.211 -0.382 -0.0214
C 0.68381 2.09912 0.76470 0.882 -0.450 -0.398 -0.9180
C -0.49810 1.73120 -0.09297 -0.641 0.460 0.975 -0.0691
C -1.76193 2.43120 0.44272 0.065 -0.707 0.263 -1.1463
P -2.79032 1.27970 1.38282 0.594 0.633 -0.910 0.8195
Cl -4.07735 2.42153 2.39943 0.160 -0.312 -0.018 -0.1783
C -3.52786 0.07954 0.25639 -0.383 0.214 0.928 -1.3302
C -4.98511 -0.41053 0.56471 -0.412 -0.991 -0.621 0.7474
N -5.31450 -0.56227 1.95098 -0.157 0.696 -0.103 -0.5884
N -5.98527 0.41211 -0.08794 0.210 0.311 0.938 -0.6206
N -5.01625 -1.72635 -0.03959 0.863 0.016 0.095 -0.7369
P -1.49034 0.09149 2.75229 -0.541 -1.558 1.168 0.3696
N -2.29730 -1.17988 3.20127 0.328 0.790 -0.274 -0.7269
H 0.76451 -4.77119 1.83244 -0.592 -0.531 0.320 0.4536
H 2.42827 -4.57564 1.42088 0.746 -0.485 -0.064 0.3361
H 1.19180 -4.17362 0.26026 -0.204 -0.198 -0.867 0.3777
H 0.49653 -2.29544 1.69156 -0.644 0.274 -0.169 -0.1203
H 1.58342 -2.82690 2.90557 -0.003 0.053 0.829 0.5394
H 2.52663 -0.94767 1.79874 0.083 0.831 0.240 -0.1238
H 3.49492 -2.35364 1.63654 0.653 -0.293 0.176 0.5290
H 2.34559 -2.68869 -0.63505 0.251 -0.705 -0.384 0.3282
H 3.52292 -1.39160 -0.54908 0.756 -0.042 -0.272 0.5085
H 1.03553 -1.07511 -1.53267 -0.526 -0.467 -0.507 0.4294
H 0.78892 -0.73165 0.16466 -0.867 0.056 0.355 -0.6666
H 3.05287 0.54182 -1.22467 0.751 -0.002 -0.389 0.7748
H 1.52845 1.10197 -1.72825 -0.462 0.370 -0.582 0.3420
H 2.64883 2.44243 0.00197 0.454 0.639 -0.120 0.6099
H 2.56808 1.15078 1.10501 0.526 -0.470 0.671 -0.5281
H 0.72209 3.16767 0.76975 -0.014 0.828 0.192 0.4466
H 0.56610 1.80080 1.79306 -0.356 -0.152 0.581 0.3110
H -0.33047 2.09090 -1.07678 0.096 0.111 -1.014 0.4956
H -0.68059 0.67546 -0.13382 0.139 -0.720 -0.328 -0.0245
H -2.32933 2.87522 -0.34809 -0.658 0.249 -0.424 0.5007
H -1.49644 3.19966 1.13948 0.163 0.683 0.391 0.5404
H -2.90021 -0.79626 0.26650 0.536 -0.401 0.263 0.6843
H -3.48735 0.50130 -0.72788 0.071 0.391 -0.630 0.4457
H -4.50873 -0.68361 2.54687 0.074 -0.371 0.202 0.2984
H -5.89501 0.20270 2.25144 -0.123 0.027 0.354 0.3182
H -5.75486 0.50164 -1.06203 -0.181 0.089 -0.442 0.1627
H -6.01084 1.32955 0.33820 -0.214 0.283 -0.164 0.2970
H -4.46660 -1.72599 -0.88363 -0.247 -0.273 -0.437 0.1613
H -5.97085 -1.98094 -0.22575 -0.278 -0.175 -0.080 0.3867
H -0.34828 -0.23177 2.00042 -0.067 0.525 -0.329 -0.0944
H -1.08374 0.93446 3.80136 0.168 0.459 -0.396 0.1897
H -2.35538 -1.14969 4.21067 -0.387 -0.399 0.279 0.2720
C 5.75189 -0.36492 4.32939 -0.522 -0.494 0.302 -0.9525
C 5.22403 0.58404 3.24665 0.338 0.310 0.321 0.8414
C 5.61382 0.26715 1.80093 -0.013 0.008 -0.314 0.3725
F 6.95083 0.26555 1.64870 -0.554 -0.032 -0.455 -0.2201
F 5.09351 1.22713 0.98759 0.047 -0.117 0.101 -0.2550
F 5.56232 1.85180 3.54755 -0.271 -0.004 -0.050 -0.2955
F 3.85426 0.51272 3.30180 -0.058 -0.135 -0.130 -0.2267
O 6.93404 0.01444 4.98059 0.066 0.402 -0.142 -0.4152
C 8.13896 -0.25076 4.38964 -0.106 -0.306 0.078 0.7890
C 8.84450 1.03400 3.95735 0.242 0.250 -0.083 0.1957
F 8.04285 1.76341 3.15201 0.449 0.165 0.306 -0.1994
F 9.95744 0.70606 3.26986 0.041 0.001 -0.006 -0.2566
F 7.99325 -1.10781 3.36025 0.347 -0.159 0.202 -0.2795
F 8.91454 -0.84621 5.31181 0.129 -0.045 0.015 -0.3012
H 4.99954 -0.35890 5.11459 -0.079 0.110 0.014 0.4577
H 5.80735 -1.39218 3.96822 0.004 0.061 -0.208 0.3863
H 5.21517 -0.70293 1.49015 -0.016 0.011 0.050 0.0900
H 9.11421 1.62821 4.83257 -0.013 -0.023 0.011 0.2639
C -3.48981 -0.42921 -5.31195 0.455 -0.611 0.064 -0.9637
C -4.49786 -0.18758 -4.18234 0.295 0.497 -0.261 1.0733
C -5.96700 -0.46720 -4.48768 -0.320 -0.062 0.104 0.0053
F -6.40463 0.28823 -5.50930 -0.311 -0.422 0.463 -0.2152
F -6.69010 -0.15752 -3.37734 0.065 -0.026 -0.092 -0.2539
F -4.34662 1.07036 -3.70175 -0.001 -0.184 0.279 -0.2957
F -4.15866 -1.03355 -3.15960 0.003 -0.209 0.070 -0.3049
O -3.12614 0.68572 -6.08099 -0.185 0.339 0.237 -0.4095
C -3.94029 1.08311 -7.10997 0.119 -0.297 -0.141 0.7651
C -4.59401 2.43219 -6.81349 -0.148 0.324 -0.038 0.1959
F -5.25618 2.38525 -5.63521 0.200 0.442 -0.281 -0.2084
F -5.47753 2.71027 -7.79025 -0.024 0.023 -0.027 -0.2578
F -4.85538 0.13852 -7.39070 0.111 0.110 -0.361 -0.2712
F -3.16475 1.24101 -8.19501 0.000 0.047 -0.108 -0.2934
H -2.56609 -0.72973 -4.82207 0.018 0.025 0.119 0.4704
H -3.78777 -1.26877 -5.93909 -0.213 0.006 0.056 0.3614
H -6.11522 -1.52538 -4.72159 -0.009 0.032 0.006 0.3361
H -3.83550 3.21641 -6.76932 0.014 -0.025 -0.003 0.2677